48
Properties=species:S:1:pos:R:3:mulliken_charge:R:1 method="wB97M-V/def2-TZVPD" lumo_ha="-0.3515 / -0.3329" spin_multiplicity=2 charge=+2 de_lowest_kj_mol=202.6 homo_energy_ev="-13.90 / -13.90" homo_lumo_gap_ha="0.1594 / 0.1779"
Re 1.516 0.361 -0.889 1.006
C -3.754 0.574 -2.010 -1.120
Si -3.577 -1.286 -2.271 0.177
C -3.977 -1.775 -4.039 -1.039
C -4.495 -2.194 -0.903 -1.035
C -1.737 -1.832 -1.982 0.253
C -1.416 -3.202 -1.943 -0.175
C -0.140 -3.647 -1.651 -0.939
C 0.841 -2.719 -1.336 -0.117
N 0.572 -1.418 -1.360 -0.318
C -0.670 -1.001 -1.713 0.711
S -0.552 0.772 -1.763 -0.217
H -4.808 0.853 -2.043 0.368
H -3.245 1.146 -2.790 0.345
H -3.367 0.874 -1.033 0.352
H -5.010 -1.514 -4.275 0.357
H -3.864 -2.850 -4.196 0.360
H -3.330 -1.261 -4.751 0.356
H -5.561 -1.966 -0.950 0.371
H -4.129 -1.891 0.079 0.332
H -4.385 -3.277 -0.987 0.361
H -2.193 -3.927 -2.154 0.420
H 0.100 -4.701 -1.653 0.430
H 1.847 -3.020 -1.072 0.492
C 4.609 4.725 -1.124 -0.851
N 3.521 4.221 -0.275 -0.040
C 3.013 5.114 0.783 -0.869
C 2.940 3.109 -0.489 0.869
N 2.385 2.084 -0.655 -0.377
H 5.384 5.142 -0.485 0.310
H 4.231 5.509 -1.780 0.347
H 5.033 3.929 -1.731 0.348
H 3.861 5.491 1.351 0.323
H 2.341 4.580 1.449 0.344
H 2.480 5.957 0.341 0.344
Br 3.608 -2.235 5.942 -0.113
C 2.118 -1.467 5.085 -0.111
C 0.973 -1.140 5.815 -0.097
N -0.089 -0.599 5.242 -0.557
C -0.098 -0.347 3.948 -0.307
C 1.008 -0.642 3.147 0.337
C 2.135 -1.212 3.728 -0.246
C 0.963 -0.311 1.707 0.744
O -0.081 0.033 1.133 -0.640
O 2.063 -0.361 1.024 -0.904
H 0.920 -1.322 6.882 0.411
H -0.986 0.098 3.517 0.470
H 3.003 -1.455 3.130 0.537